Formula: C5H8O
Source: the Open Molecules 2025 dataset
Level of theory: wB97M-V/def2-TZVPD

```
14
C5H8O, DFT wB97M-V/def2-TZVPD
C -1.4617 0.3837 -0.5391
C -0.6515 -0.5950 0.2618
C 0.7849 -0.9127 0.1387
C 1.4836 0.2765 -0.4882
O 1.0733 1.1509 0.5900
C 0.4039 0.0635 1.2161
H -0.9477 1.3545 -0.4749
H -2.4441 0.5253 -0.0717
H -1.6250 0.0984 -1.5840
H -1.1571 -1.4372 0.7502
H 1.1992 -1.9114 0.1916
H 1.0698 0.6516 -1.4312
H 2.5603 0.1224 -0.5813
H -0.2878 0.2295 2.0220
```

HOMO in eV: -8.372
Spin multiplicity: 1
Energy relative to the best compared isomer or geometry (same formula, charge and spin) in kcal/mol: 79.6